11 unconnected molecules or ions with the total composition C36H101N7O15 at a distorted geometry, computed with ωB97M-V/def2-TZVPD.

The geometry in XYZ format:
```
159
Properties=species:S:1:pos:R:3:forces:R:3
C -0.245972 -5.417570 3.316829 -0.75 -0.16 0.77
C -1.618385 -5.355740 2.577672 2.54 0.21 1.21
C -2.197436 -3.941908 2.483062 -0.39 -0.12 -0.23
O -2.317650 -3.269281 3.715435 -0.26 0.28 0.11
C -1.238921 -2.372350 4.017190 -0.46 -1.61 -0.38
N -1.437269 -5.923515 1.267529 -0.28 -1.11 -1.50
H -0.410541 -5.293006 4.396089 0.27 0.87 -0.15
H 0.482228 -4.742173 2.870091 0.15 0.01 0.27
H 0.124841 -6.446789 3.337571 0.08 -0.03 -0.69
H -2.194798 -5.978249 3.267953 -0.84 -0.07 -0.78
H -3.212411 -4.036317 2.091016 -0.02 0.01 -0.14
H -1.628365 -3.332018 1.772556 0.19 -0.13 -0.08
H -1.386676 -2.163024 5.071959 0.42 0.30 0.02
H -1.246763 -1.475842 3.395138 -0.16 0.04 0.07
H -0.347677 -2.967585 3.812237 0.46 0.72 0.47
H -0.789778 -5.457983 0.632504 -0.35 1.15 0.49
H -0.926986 -6.802093 1.302745 -0.59 -0.35 0.58
C -1.881876 -2.736651 -2.903086 -0.58 0.59 0.40
C -1.197284 -4.072836 -2.941530 -0.11 -0.98 -0.93
C 0.055039 -4.109470 -3.847739 -1.32 0.15 1.36
O 0.401877 -5.455992 -4.060488 0.38 -0.18 0.18
C 1.405537 -5.581616 -5.049020 -0.65 -0.47 -0.76
N -0.988007 -4.634291 -1.587771 0.29 0.49 -1.11
H -1.290088 -1.961857 -2.407648 0.07 -0.03 -0.01
H -2.825568 -2.836473 -2.356968 0.18 -0.05 0.32
H -2.233492 -2.349620 -3.862155 0.50 -0.18 -0.26
H -1.871237 -4.755193 -3.479236 -0.13 0.05 -0.08
H 0.854021 -3.551267 -3.348346 0.33 0.17 -0.33
H -0.313164 -3.623237 -4.754374 0.62 0.09 -0.34
H 2.369411 -5.172737 -4.745207 -0.14 0.27 -0.03
H 0.979922 -5.166702 -5.971079 0.60 0.60 -0.04
H 1.568430 -6.619173 -5.348247 -0.16 -0.21 0.72
H -1.922358 -4.882821 -1.275678 0.19 -0.13 0.44
H -0.497904 -5.505667 -1.785950 0.00 -0.09 0.52
C 3.289839 -2.471449 3.985357 0.61 -0.18 -0.10
C 2.658094 -1.332099 4.817949 -0.47 -2.26 0.20
C 1.934170 -0.334825 3.895240 0.49 -0.59 -0.20
O 2.846755 0.249750 2.969404 0.03 0.88 1.41
C 3.848566 1.045057 3.641846 -0.13 -0.75 -0.80
N 1.747809 -2.054041 5.714498 -1.04 0.00 -0.07
H 2.716131 -3.399168 3.959389 -0.66 0.36 0.01
H 4.208745 -2.815974 4.470672 0.28 0.33 -0.33
H 3.462206 -2.168366 2.951228 0.42 0.07 0.21
H 3.481033 -0.951841 5.429824 -0.13 0.96 -0.39
H 1.367566 0.379800 4.500939 0.10 0.37 -0.15
H 1.254949 -0.837092 3.204020 -0.30 -0.39 0.52
H 3.675323 1.184916 4.708408 -0.36 0.10 -0.04
H 3.886121 2.001857 3.125867 0.27 0.08 0.09
H 4.774323 0.474515 3.551427 0.31 0.41 -0.02
H 0.989833 -1.634606 6.229881 0.33 0.66 -0.13
H 2.149316 -2.795625 6.260745 0.31 0.04 -0.10
C -2.504963 1.075041 -4.174996 1.03 0.04 -1.17
C -2.477609 2.429052 -3.442947 0.13 -1.67 0.04
C -3.848101 3.075608 -3.490650 -0.91 -0.22 -0.72
O -4.109840 3.417897 -4.846483 0.65 0.34 -0.51
C -5.434040 3.352220 -5.333645 0.10 -0.04 1.21
N -2.009032 2.219895 -2.062162 0.10 0.69 -0.13
H -1.512832 0.604678 -4.242782 0.17 0.20 0.90
H -2.587602 1.237216 -5.258132 -1.15 -0.08 0.14
H -3.160163 0.325661 -3.743256 -0.45 0.11 -0.21
H -1.781671 2.980708 -4.080522 0.12 0.69 0.68
H -3.982494 3.969188 -2.876077 0.40 0.00 0.21
H -4.609343 2.345990 -3.192102 0.12 -0.08 0.36
H -5.609142 4.224146 -5.958351 0.00 -0.18 -0.33
H -6.141243 3.412367 -4.498465 -0.10 0.00 -0.04
H -5.600516 2.397960 -5.834887 -0.08 0.09 -0.32
H -1.124271 1.723604 -2.087757 0.02 0.00 0.06
H -2.672869 1.644538 -1.534475 0.03 0.34 -0.36
C 0.585124 5.391571 6.187091 -0.79 -0.09 0.63
C -0.160883 4.037727 6.082881 0.34 -0.09 0.55
C -0.393692 3.595302 4.658412 -0.37 -0.04 0.19
O -1.304618 4.456301 3.988732 1.31 0.87 -0.08
C -1.528686 3.998078 2.670109 -1.19 -1.14 0.57
N 0.571823 3.006553 6.897615 -0.46 0.81 -0.42
H 0.398926 5.771196 7.197470 0.02 0.09 -0.01
H 0.212847 6.159706 5.510443 0.10 -0.15 -0.22
H 1.669201 5.283471 6.135510 -0.01 -0.14 -0.47
H -1.109991 4.077382 6.621317 -0.19 0.41 -0.33
H -0.880044 2.617584 4.596250 0.54 -0.42 0.33
H 0.621458 3.570438 4.238603 -0.18 -0.08 -0.76
H -0.695047 3.961148 1.965991 0.31 0.30 0.45
H -2.360082 4.548842 2.235661 0.17 0.35 0.04
H -1.891537 2.970630 2.812617 0.08 -0.09 -0.62
H 1.515852 2.863139 6.544859 -0.03 0.13 -0.16
H 0.690732 3.576793 7.732249 0.34 -0.73 0.44
C -4.635741 3.338115 0.275545 -0.33 0.36 -1.49
C -5.856224 2.423319 0.251378 0.79 0.18 0.85
C -5.436975 0.976389 -0.029825 0.25 -0.31 0.16
O -4.393203 0.873788 -0.979917 0.39 0.09 -0.26
C -4.074807 -0.502175 -1.280180 -1.39 1.30 0.85
N -6.484790 2.425125 1.598372 0.38 -0.39 -0.18
H -4.262173 3.311704 -0.755358 0.69 0.05 0.44
H -3.887311 3.073991 1.017837 0.12 -0.35 -0.15
H -4.908194 4.385453 0.431799 -0.28 -0.07 0.22
H -6.534903 2.747966 -0.540078 -0.23 0.11 0.25
H -6.287240 0.370837 -0.362148 -0.15 0.06 0.09
H -5.045887 0.534162 0.896131 -0.18 0.00 0.16
H -4.222713 -1.067380 -0.356832 0.21 -0.36 -0.13
H -3.046009 -0.568950 -1.607866 -0.02 0.00 -0.27
H -4.844519 -0.761111 -2.008706 0.45 -0.81 -0.30
H -6.407438 3.359978 1.989641 -0.40 0.20 -0.31
H -5.765911 1.949800 2.147610 -0.42 -0.21 0.25
C 3.846522 -2.819875 -5.870250 0.39 -0.05 0.15
C 4.724880 -2.452885 -4.695161 0.48 -0.71 0.48
C 3.995542 -1.918019 -3.480575 -0.84 0.51 0.27
O 3.175543 -0.810952 -3.854722 0.89 -0.39 0.57
C 2.691957 -0.144499 -2.673379 -0.12 -0.23 -1.98
N 5.512098 -3.638858 -4.281587 -0.73 0.34 0.62
H 3.124364 -2.031521 -6.071396 0.22 0.07 -0.39
H 3.293831 -3.745480 -5.703857 0.13 0.14 0.23
H 4.558289 -3.024036 -6.673856 -0.49 0.25 -0.48
H 5.473026 -1.691374 -4.948265 -0.55 0.40 -0.46
H 4.731452 -1.629259 -2.714869 0.11 0.26 -0.10
H 3.324311 -2.600049 -2.939719 0.19 -0.69 -0.40
H 2.157570 0.685649 -3.128301 -0.11 0.21 0.68
H 3.552161 0.192678 -2.095147 -0.26 0.03 0.39
H 1.988267 -0.797311 -2.151165 0.19 0.13 0.38
H 6.031634 -4.029539 -5.055235 0.16 0.14 0.01
H 6.145074 -3.292577 -3.568206 0.34 -0.51 -0.13
C 4.336143 4.291656 -0.512076 -0.24 -1.29 0.51
C 3.789097 2.890559 -0.804986 0.16 0.10 -0.74
O 2.673734 2.748183 -1.687624 -0.07 0.33 0.46
O 3.501318 5.088240 0.280572 -0.18 0.47 0.25
H 4.751293 4.780226 -1.395725 -0.19 0.14 -0.10
H 5.168660 3.966409 0.123394 0.29 0.69 0.01
H 3.518102 2.403650 0.131276 -0.17 0.09 0.06
H 4.627338 2.323192 -1.227752 0.09 -0.04 0.03
H 2.726593 3.387057 -2.402945 0.05 0.15 0.05
H 2.898302 5.647378 -0.235496 0.35 -0.53 -0.34
C 0.356836 5.389460 -1.778669 -0.86 -1.06 -2.50
C -0.243274 5.245400 -0.396867 1.94 0.28 0.36
O -0.098808 6.451367 0.351751 -0.93 0.35 -0.22
O 1.698184 5.875136 -1.860651 0.10 0.25 0.96
H -0.310816 5.925157 -2.471414 0.09 1.01 0.74
H 0.330113 4.466724 -2.383290 0.04 -0.64 1.03
H 0.296915 4.513253 0.218676 -0.17 -0.51 -0.63
H -1.278077 4.938742 -0.517464 -0.13 0.22 0.21
H 0.813289 6.747609 0.287329 0.02 -0.08 -0.06
H 1.882749 6.166226 -2.755118 -0.14 0.14 -0.03
C 0.576382 0.639084 0.571280 -0.51 -1.49 0.96
C -0.852432 0.182425 0.885371 0.78 1.80 0.64
O -1.699634 1.352056 0.886236 0.12 -0.83 -1.30
O 0.624933 1.075920 -0.766347 0.00 0.38 0.00
H 1.146576 -0.290220 0.717132 0.52 0.35 -0.12
H 0.903967 1.398793 1.283499 0.03 0.07 -0.07
H -0.952081 -0.138483 1.919784 0.36 -0.57 -0.15
H -1.024521 -0.634221 0.175322 -0.88 0.18 -0.03
H -1.458724 1.802338 0.055515 -0.38 0.22 0.34
H 1.303612 1.765095 -0.835593 -0.11 -0.08 -0.39
C 2.160704 -3.297988 0.405400 0.18 1.01 0.44
C 2.470405 -4.782025 0.361999 -1.74 -0.50 0.02
O 2.058974 -5.436368 -0.841827 0.09 0.06 0.03
O 0.807424 -2.829917 0.340048 0.17 -1.02 -0.60
H 2.730990 -2.771622 -0.369026 0.26 0.03 0.05
H 2.429885 -2.919143 1.392863 0.65 -0.12 -0.20
H 1.840899 -5.255800 1.119988 0.05 -0.04 0.11
H 3.490950 -5.045805 0.638625 0.31 0.48 -0.24
H 2.252899 -4.909066 -1.624070 0.22 0.08 0.10
H 0.431483 -3.145174 -0.498703 -0.39 -0.22 0.21
```
Forces are in eV/Å.

The HOMO energy comes out at -0.321 Ha. For the gap between HOMO and LUMO, the calculation gives 8.9 eV. Its SMILES is COC[C@H](C)N.COC[C@H](C)N.COC[C@H](C)N.COC[C@H](C)N.COC[C@H](C)N.COC[C@H](C)N.COC[C@H](C)N.OCCO.OCCO.OCCO.OCCO. Its energy above the lowest of the compared OMol25 structures with the same formula, charge and spin is 380.00 kJ/mol.